Entry 1:
The following is a DFT calculation (the ωB97M-V functional and the def2-TZVPD basis) of a 3-piece molecular cluster, C4H7NO overall.

XYZ file:
```
13
Properties=species:S:1:pos:R:3:forces:R:3:mulliken_charge:R:1
C 1.0948 -1.0454 0.2164 0.395 0.235 0.224 -0.764
C 1.1114 0.2884 0.2624 0.455 -0.229 0.137 -0.257
C 0.7280 1.0041 1.4455 -0.172 0.520 0.876 0.313
N 0.4572 1.5883 2.4086 0.168 -0.530 -0.928 -0.400
H 1.5362 -1.5749 -0.6196 -0.117 0.123 0.064 0.430
H 0.6741 -1.6468 1.0176 0.213 0.145 -0.018 0.352
H 1.4948 0.8796 -0.5633 0.062 -0.056 0.164 0.319
H -0.4088 -1.7960 -0.9266 -0.329 -0.408 -0.250 0.094
H -0.9733 -1.4105 -1.2213 -0.021 -0.463 -0.061 -0.050
C -1.4164 0.9230 -0.5057 -0.350 0.026 -0.328 -0.161
O -1.7345 0.2688 -1.4676 -0.178 0.656 0.274 -0.469
H -0.8783 1.8814 -0.6192 -0.050 -0.008 0.036 0.296
H -1.6539 0.6235 0.5328 -0.076 -0.010 -0.190 0.297
```
Forces are in eV/Å.

For the HOMO-LUMO gap, the calculation gives 10.382 eV. Its structure (SMILES) is C=CC#N.[H][H].C=O. Its net charge is 0. The HOMO energy is -10.389 eV.


Entry 2:
The following is a DFT calculation (the ωB97M-V functional and the def2-TZVPD basis) of one molecule with the formula C4H7NO.

XYZ file:
```
13
Properties=species:S:1:pos:R:3:forces:R:3:mulliken_charge:R:1
N 0.3727 1.2405 0.5487 0.000 0.160 0.199 -0.500
C -0.9115 0.5951 0.3267 -0.166 -0.060 -0.073 -0.546
C -0.6736 -0.9028 0.1237 -0.068 0.009 0.074 -0.493
C 0.5713 -1.1498 -0.6880 0.121 0.113 -0.088 -0.584
C 1.4788 -0.2468 -1.0272 0.522 0.138 -0.325 0.644
O 2.3755 0.3708 -1.4619 -0.673 -0.500 0.353 -0.450
H 0.7859 0.9660 1.4335 -0.047 0.075 -0.044 0.195
H 0.3267 2.2516 0.5100 -0.026 -0.109 0.011 0.199
H -1.3375 1.0224 -0.5878 0.065 -0.064 0.098 0.330
H -1.6418 0.7536 1.1360 0.121 -0.048 -0.138 0.303
H -1.5457 -1.3400 -0.3797 0.141 0.065 0.095 0.311
H -0.6046 -1.4077 1.0990 0.045 0.096 -0.119 0.260
H 0.8038 -2.1528 -1.0329 -0.034 0.125 -0.046 0.330
```
Forces are in eV/Å.

For the HOMO-LUMO gap, the calculation gives 9.177 eV. Its structure (SMILES) is NCCC=C=O. Its net charge is 0. The HOMO energy is -8.274 eV.


Entry 3:
The following is a DFT calculation (the ωB97M-V functional and the def2-TZVPD basis) of a 2-piece molecular cluster, C4H7NO overall.

XYZ file:
```
13
Properties=species:S:1:pos:R:3:forces:R:3:mulliken_charge:R:1
C -1.0514 -0.4734 1.0324 -0.190 0.322 0.243 -0.047
C -1.8345 0.3296 0.4304 0.028 0.031 0.361 -0.334
N -1.4815 -0.9176 -0.3302 -0.211 -0.332 -0.324 -0.486
H -0.3535 -0.7810 1.7887 -0.111 0.002 -0.084 0.345
H -2.3225 1.2665 0.2289 0.041 -0.128 0.077 0.298
H -2.2461 -1.5940 -0.2190 0.167 0.183 -0.127 0.210
C 1.6443 -0.4944 -0.2354 0.008 0.089 -0.033 -0.894
C 1.5427 0.8320 -0.2943 0.253 -0.176 0.149 0.085
O 0.5755 1.5300 -0.9401 -0.058 -0.119 -0.062 -0.503
H 2.4363 -0.9557 0.3420 0.001 0.128 -0.117 0.261
H 0.9275 -1.1369 -0.7419 0.128 0.117 0.089 0.366
H 2.2496 1.4960 0.2004 -0.148 -0.093 -0.108 0.341
H -0.0864 0.8990 -1.2620 0.094 -0.026 -0.065 0.357
```
Forces are in eV/Å.

For the HOMO-LUMO gap, the calculation gives 9.794 eV. Its structure (SMILES) is C1=CN1.C=CO. Its net charge is 0. The HOMO energy is -8.668 eV.


Entry 4:
The following is a DFT calculation (the ωB97M-V functional and the def2-TZVPD basis) of one molecule with the formula C4H7NO.

XYZ file:
```
13
Properties=species:S:1:pos:R:3:forces:R:3:mulliken_charge:R:1
C 1.8684 0.1006 0.2882 0.010 -0.124 -0.189 -1.114
C 0.3975 0.3369 0.4399 -0.612 0.433 -0.121 0.518
O -0.0932 1.2637 1.0723 0.603 0.158 0.174 -0.540
C -0.6720 -0.4984 -0.2750 -1.581 1.228 -0.164 0.329
C -1.9058 0.0347 0.4106 0.274 -1.663 1.186 -0.474
N -0.9454 0.0299 -1.5712 1.946 -0.356 -0.914 -0.758
H 2.4518 0.8660 0.8035 -0.194 -0.082 -0.038 0.321
H 2.1299 0.0970 -0.7770 -0.066 -0.003 0.167 0.301
H 2.1210 -0.8914 0.6808 -0.039 0.131 -0.028 0.309
H -0.4572 -1.5898 -0.1855 -0.339 0.084 0.102 0.339
H -2.0963 -0.0655 1.4805 0.147 0.076 -0.217 0.261
H -2.7087 0.3926 -0.2248 0.285 0.200 0.008 0.339
H -0.0901 -0.0765 -2.1422 -0.433 -0.083 0.034 0.167
```
Forces are in eV/Å.

For the HOMO-LUMO gap (spin up / spin down), the calculation gives 6.498 / 4.889 eV. Its net charge is 0. The HOMO energy (spin up / spin down) is -7.681 / -6.989 eV.


Entry 5:
The following is a DFT calculation (the ωB97M-V functional and the def2-TZVPD basis) of a 2-piece molecular cluster, C4H7NO overall.

XYZ file:
```
13
Properties=species:S:1:pos:R:3:forces:R:3:mulliken_charge:R:1
C -3.1162 0.1346 0.7510 0.565 -0.100 -1.268 -0.125
C -2.7313 -0.2418 -0.4127 -0.026 0.651 1.298 -0.160
N -4.1859 0.0015 -0.2785 -1.268 -0.292 -0.264 -0.533
H -3.0236 0.4359 1.7620 0.058 -0.011 0.488 0.319
H -2.0185 -0.5345 -1.1400 0.287 -0.229 -0.326 0.311
H -4.4621 0.9151 -0.6586 0.409 -0.020 0.088 0.192
C 3.1857 0.3930 -0.1326 -0.213 0.234 -0.043 -0.863
C 2.2512 -0.7306 0.1801 0.443 -0.162 0.013 0.167
O 1.0553 -0.6621 0.1754 -0.329 0.057 -0.008 -0.455
H 3.6750 0.1809 -1.0832 0.099 -0.038 -0.059 0.270
H 2.6466 1.3335 -0.2080 -0.017 0.046 -0.012 0.276
H 3.9578 0.4581 0.6303 0.109 -0.011 0.062 0.290
H 2.7658 -1.6837 0.4148 -0.116 -0.124 0.028 0.311
```
Forces are in eV/Å.

For the HOMO-LUMO gap, the calculation gives 8.819 eV. Its structure (SMILES) is C1=CN1.CC=O. Its net charge is 0. The HOMO energy is -7.858 eV.


Entry 6:
The following is a DFT calculation (the ωB97M-V functional and the def2-TZVPD basis) of a 2-piece molecular cluster, C4H7NO overall.

XYZ file:
```
13
Properties=species:S:1:pos:R:3:forces:R:3:mulliken_charge:R:1
C 1.3598 1.2032 0.4769 2.430 -0.394 -1.212 -0.885
C -2.7034 0.0096 0.4366 -3.118 -1.472 1.583 -0.184
C 0.7868 0.0147 0.1524 3.350 -0.088 -2.445 0.824
C 1.3297 -0.9236 -0.8968 0.299 -1.389 -0.025 -1.091
N -1.7722 0.7099 0.1347 2.662 1.038 -0.869 -0.289
O -0.2423 -0.3774 0.6804 -4.120 -0.825 2.413 -0.457
H 0.8580 1.7836 1.1392 -1.491 1.698 1.962 0.364
H 2.3469 1.5936 0.1726 -0.743 -0.585 -0.269 0.277
H -3.6824 0.4550 0.2696 -0.399 0.180 -0.344 0.274
H -2.7994 -0.9237 1.0230 0.848 0.141 -0.459 0.260
H 1.8252 -0.4431 -1.6812 0.503 1.267 -1.432 0.361
H 2.1744 -1.5599 -0.5476 -0.922 -0.004 0.366 0.266
H 0.5188 -1.5420 -1.3597 0.701 0.431 0.731 0.281
```
Forces are in eV/Å.

For the HOMO-LUMO gap (spin up / spin down), the calculation gives 9.160 / 7.241 eV. Its net charge is 0. The HOMO energy (spin up / spin down) is -9.026 / -8.208 eV.


Entry 7:
The following is a DFT calculation (the ωB97M-V functional and the def2-TZVPD basis) of C4H7NO as an isolated structure.

XYZ file:
```
13
Properties=species:S:1:pos:R:3:forces:R:3:mulliken_charge:R:1
O -1.3195 -0.9834 0.3183 0.437 -0.245 -1.288 -0.565
C -1.4312 0.2491 -0.2561 -0.362 0.744 -0.570 0.008
C -0.3519 1.2005 0.3114 -0.067 0.175 0.216 -0.455
N 0.6746 0.3536 -0.3912 -0.084 -0.148 0.038 -0.184
C 1.3673 -0.6561 0.4230 0.304 -0.014 0.216 -0.875
C -0.3321 -0.3265 -1.0386 -0.191 -0.699 0.453 -0.305
H 0.5530 -1.2895 0.7921 0.745 -0.106 0.497 0.388
H -2.3857 0.5459 -0.6690 -0.296 0.325 0.247 0.412
H -0.1820 1.2338 1.3908 -0.407 -0.053 -0.113 0.287
H -0.4200 2.2087 -0.1109 0.328 -0.181 0.050 0.266
H 1.9117 -0.1940 1.2441 0.267 -0.055 -0.170 0.323
H 2.0066 -1.2541 -0.2378 0.130 0.268 0.265 0.279
H -0.0907 -1.0880 -1.7761 -0.805 -0.012 0.160 0.423
```
Forces are in eV/Å.

For the HOMO-LUMO gap, the calculation gives 10.199 eV. Its net charge is 0. The HOMO energy is -9.090 eV.


Entry 8:
The following is a DFT calculation (the ωB97M-V functional and the def2-TZVPD basis) of a 2-piece molecular cluster, C4H7NO overall.

XYZ file:
```
13
Properties=species:S:1:pos:R:3:forces:R:3:mulliken_charge:R:1
C 2.1536 0.2767 0.4680 0.076 0.149 -0.025 -0.588
N 1.4282 -0.9389 0.6137 -0.605 -1.006 0.128 0.039
C 0.7992 -1.9222 0.7203 0.654 0.955 -0.078 -0.240
C -1.4688 -0.1700 -1.0959 -0.119 -0.223 -0.183 -0.262
C -1.8548 0.3439 0.2166 -0.229 -0.066 0.195 -0.242
O -0.7828 0.9295 -0.5101 0.153 0.169 -0.030 -0.379
H 1.4554 1.0523 0.1470 0.144 -0.091 0.050 0.252
H 2.9375 0.1465 -0.2822 -0.119 0.014 0.112 0.269
H 2.6104 0.5477 1.4230 -0.075 -0.045 -0.140 0.281
H -0.9000 -1.0970 -1.1488 -0.090 0.168 -0.003 0.182
H -2.0715 0.0754 -1.9695 0.088 -0.016 0.153 0.234
H -2.7428 0.9681 0.3110 0.151 -0.098 -0.027 0.243
H -1.5634 -0.2120 1.1070 -0.030 0.089 -0.151 0.211
```
Forces are in eV/Å.

For the HOMO-LUMO gap, the calculation gives 11.472 eV. Its net charge is 0. The HOMO energy is -10.453 eV.


Entry 9:
The following is a DFT calculation (the ωB97M-V functional and the def2-TZVPD basis) of one molecule with the formula C4H7NO.

XYZ file:
```
13
Properties=species:S:1:pos:R:3:forces:R:3:mulliken_charge:R:1
C 0.6929 0.9626 1.3692 0.191 0.109 0.103 -1.058
C 0.3605 0.1310 0.1843 0.297 0.013 0.137 -0.017
C -1.3136 -0.3980 -1.1399 0.550 -0.939 -0.104 -0.176
N -0.4976 0.6312 -0.8767 -0.214 -0.183 -0.031 -0.180
C 0.6492 -1.1797 -0.0528 0.035 0.540 0.394 0.057
O -0.0266 -1.8493 -0.9411 -0.871 0.963 -0.184 -0.578
H 1.2114 1.8954 1.1169 -0.030 -0.094 0.071 0.271
H -0.2110 1.2264 1.9416 0.205 -0.038 -0.201 0.235
H 1.3263 0.3710 2.0373 0.022 0.174 -0.051 0.308
H -1.6967 -0.5739 -2.1355 0.026 0.111 -0.057 0.289
H -1.9343 -0.6806 -0.2924 0.197 -0.350 -0.213 0.249
H -0.0133 1.0089 -1.6926 -0.031 -0.127 0.295 0.277
H 1.4896 -1.6409 0.4800 -0.377 -0.178 -0.159 0.322
```
Forces are in eV/Å.

For the HOMO-LUMO gap, the calculation gives 8.655 eV. Its net charge is 0. The HOMO energy is -7.718 eV.